This record from OMol25 describes the molecule C3H10N4O2S in a non-equilibrium geometry. The level of theory is ωB97M-V/def2-TZVPD.

Values from the calculation:
**Energy relative to the best compared isomer or geometry (same formula, charge and spin)**: 61.5 kJ/mol
**2S+1**: 1
**Strongest force on any atom**: 3.18 eV Å⁻¹
**HOMO-LUMO gap**: 10.39 eV
**Structure (SMILES)**: CN(C)S(=O)(=O)N=C(N)N
**Highest occupied orbital energy**: -9.633 eV
**LUMO**: 0.75 eV

Geometry (Å):
C  -1.78  0.11  1.41
C  -2.31  0.80  -0.85
C  1.99  0.02  -0.20
H  -1.21  -0.60  1.95
H  -1.42  1.17  1.68
H  -2.84  0.02  1.80
H  -1.73  1.68  -0.83
H  -2.16  0.41  -1.87
H  -3.43  0.91  -0.71
H  2.65  1.75  -0.90
H  3.56  1.18  0.43
H  1.75  -1.86  0.59
H  3.39  -1.31  0.07
N  -1.79  -0.22  0.02
N  0.77  0.38  -0.55
N  3.01  0.92  -0.44
N  2.45  -1.12  0.42
O  -0.50  -1.38  -1.88
O  -0.01  -1.95  0.41
S  -0.40  -0.90  -0.55

Listed below, in e, are the Mulliken charges computed for each atom:
1. C -0.8916
2. C -0.9846
3. C 0.4449
4. H 0.3598
5. H 0.2715
6. H 0.3123
7. H 0.4150
8. H 0.3171
9. H 0.3039
10. H 0.2762
11. H 0.2725
12. H 0.3370
13. H 0.2453
14. N -0.0234
15. N -0.4623
16. N -0.5652
17. N -0.4412
18. O -0.7084
19. O -0.7945
20. S 1.3157